{
  "formula": "C2HN3O2",
  "method": "wB97M-V/def2-TZVPD",
  "elements": ["C", "C", "N", "N", "N", "O", "O", "H"],
  "coordinates": [[1.2517, -1.1923, 0.1714], [-0.7711, 0.0430, 0.2172], [2.0064, -2.0462, 0.0090], [-1.7572, -0.2584, -0.3899], [0.5379, -0.0904, 0.1636], [0.2376, 2.2208, 0.0404], [1.2013, 1.2851, 0.0921], [-2.7066, 0.0384, -0.3038]],
  "nbo_charge": [0.38, 0.59, -0.26, -0.56, -0.29, -0.28, 0.00, 0.42],
  "gap_ev": [8.92, 6.25],
  "multiplicity": 1,
  "largest_force_ev_per_a": 2.52,
  "relative_energy_ev": 9.823
}

---

{
  "formula": "C64H144N6O11S5",
  "method": "wB97M-V/def2-TZVPD",
  "elements": ["C", "S", "O", "C", "H", "H", "H", "H", "H", "H", "C", "S", "O", "C", "H", "H", "H", "H", "H", "H", "C", "S", "O", "C", "H", "H", "H", "H", "H", "H", "C", "S", "O", "C", "H", "H", "H", "H", "H", "H", "C", "S", "O", "C", "H", "H", "H", "H", "H", "H", "C", "C", "C", "C", "C", "C", "N", "O", "C", "C", "C", "H", "H", "H", "H", "H", "H", "H", "H", "H", "H", "H", "H", "H", "H", "H", "H", "H", "H", "H", "C", "C", "C", "C", "C", "C", "N", "O", "C", "C", "C", "H", "H", "H", "H", "H", "H", "H", "H", "H", "H", "H", "H", "H", "H", "H", "H", "H", "H", "H", "C", "C", "C", "C", "C", "C", "N", "O", "C", "C", "C", "H", "H", "H", "H", "H", "H", "H", "H", "H", "H", "H", "H", "H", "H", "H", "H", "H", "H", "H", "C", "C", "C", "C", "C", "C", "N", "O", "C", "C", "C", "H", "H", "H", "H", "H", "H", "H", "H", "H", "H", "H", "H", "H", "H", "H", "H", "H", "H", "H", "C", "C", "C", "C", "C", "C", "N", "O", "C", "C", "C", "H", "H", "H", "H", "H", "H", "H", "H", "H", "H", "H", "H", "H", "H", "H", "H", "H", "H", "H", "C", "C", "C", "C", "C", "C", "N", "O", "C", "C", "C", "H", "H", "H", "H", "H", "H", "H", "H", "H", "H", "H", "H", "H", "H", "H", "H", "H", "H", "H"],
  "coordinates": [[2.1143, -6.3730, 2.5018], [2.3848, -5.5167, 0.9064], [3.8851, -5.6094, 0.6095], [1.5797, -6.8347, -0.1094], [2.3902, -7.4267, 2.4612], [1.0362, -6.3859, 2.6616], [2.5960, -5.8693, 3.3399], [1.0890, -6.2330, -0.8744], [0.7711, -7.3175, 0.4393], [2.2202, -7.6017, -0.5448], [1.8603, 4.0038, -2.6342], [0.9199, 4.3502, -1.0351], [1.9173, 4.1848, 0.0821], [0.7524, 6.1313, -1.2335], [2.5160, 3.1413, -2.5149], [2.5139, 4.8590, -2.8059], [1.2216, 3.9490, -3.5158], [0.3080, 6.4028, -0.2760], [0.1884, 6.5213, -2.0808], [1.7621, 6.5311, -1.3278], [5.2886, 6.5343, 4.2766], [4.7639, 7.2094, 2.5763], [5.9479, 8.0378, 2.0571], [4.4581, 5.7874, 1.4244], [6.3472, 6.2747, 4.2744], [4.6071, 5.7238, 4.5351], [5.3191, 7.3898, 4.9512], [5.2839, 5.0783, 1.4826], [4.4850, 6.2200, 0.4243], [3.4812, 5.3689, 1.6666], [1.8425, -1.0717, -0.9488], [0.3754, -0.0836, -1.1667], [-0.9237, -0.8450, -0.9953], [0.5215, 0.8054, 0.4351], [2.7093, -0.4794, -0.6555], [1.9369, -1.5961, -1.8997], [1.6279, -1.9174, -0.2955], [1.3807, 1.4657, 0.5531], [0.5390, 0.0998, 1.2657], [-0.4136, 1.3217, 0.6519], [0.8527, 2.7837, 3.1355], [1.4558, 4.2152, 4.2189], [2.9685, 4.0399, 4.2144], [1.0836, 5.6315, 3.1393], [0.7965, 3.0127, 2.0713], [-0.1798, 2.4613, 3.2697], [1.6520, 2.0609, 3.2994], [1.6588, 6.5161, 3.4128], [0.0514, 5.9642, 3.0290], [1.5680, 5.3933, 2.1924], [5.7361, 3.7275, -2.0788], [6.2118, 2.5616, -1.1096], [7.5239, 3.0995, -0.4931], [8.0714, 2.3410, 0.7170], [6.9674, 2.4155, 1.8103], [5.6484, 1.6858, 1.3310], [5.1960, 2.2604, 0.0156], [3.9229, 1.8796, -0.3329], [5.7964, 0.1088, 1.3108], [4.5432, 2.2377, 2.2869], [6.5046, 1.2380, -1.8145], [5.4533, 4.7012, -1.6788], [4.8179, 3.3274, -2.5087], [6.5410, 3.8453, -2.8044], [8.2472, 2.9993, -1.3024], [7.3836, 4.1522, -0.2477], [8.9999, 2.7760, 1.0869], [8.2872, 1.3125, 0.4275], [6.7976, 3.4530, 2.0979], [7.3604, 1.8825, 2.6761], [4.9465, -0.3529, 0.8083], [6.7309, -0.2276, 0.8620], [5.7693, -0.3831, 2.2831], [3.7638, 1.4781, 2.3469], [4.9877, 2.2927, 3.2806], [3.9988, 3.1506, 2.0452], [6.8479, 0.4716, -1.1196], [7.2329, 1.2177, -2.6252], [5.6331, 0.8337, -2.3294], [3.4146, 2.6916, -0.2701], [-3.2630, 6.3235, 1.8411], [-4.0213, 4.9919, 2.1855], [-5.6108, 5.2272, 1.9341], [-5.9723, 5.3712, 0.4545], [-5.5773, 3.9834, -0.1405], [-4.1906, 3.5577, 0.0116], [-3.6256, 3.8728, 1.3763], [-2.3658, 3.4496, 1.6051], [-4.0894, 1.9923, -0.3244], [-3.3251, 4.5104, -0.9090], [-3.9521, 4.6669, 3.7386], [-3.3361, 6.6957, 0.8192], [-2.1976, 6.2432, 2.0566], [-3.6780, 7.1413, 2.4303], [-6.2728, 4.4613, 2.3383], [-5.8357, 6.1714, 2.4300], [-5.5229, 6.2840, 0.0635], [-7.0465, 5.5304, 0.3599], [-5.7904, 4.0416, -1.2079], [-6.1705, 3.2016, 0.3337], [-4.3135, 1.3491, 0.5266], [-4.7227, 1.7073, -1.1646], [-3.0968, 1.7505, -0.7044], [-3.5632, 5.5716, -0.9826], [-2.2695, 4.2670, -0.7882], [-3.4255, 4.1346, -1.9272], [-4.3332, 5.4610, 4.3807], [-2.9037, 4.4796, 3.9704], [-4.5428, 3.8155, 4.0766], [-2.4735, 2.5315, 1.8640], [-3.5480, -2.4507, -6.9345], [-4.6819, -1.8883, -6.0522], [-5.4791, -3.1188, -5.4907], [-6.2548, -2.9241, -4.2302], [-5.3695, -2.1811, -3.2467], [-4.8728, -0.8336, -3.7555], [-4.1137, -1.0893, -4.9661], [-3.2961, -0.0333, -5.3507], [-5.9859, 0.1333, -3.8564], [-3.8717, -0.3632, -2.7109], [-5.5464, -1.1503, -7.0037], [-2.7752, -2.9483, -6.3486], [-2.9767, -1.6855, -7.4600], [-3.9876, -3.1315, -7.6634], [-6.1355, -3.5641, -6.2383], [-4.7672, -3.9331, -5.3555], [-6.6292, -3.8513, -3.7963], [-7.1936, -2.3737, -4.2912], [-4.5375, -2.8601, -3.0599], [-5.8077, -2.1327, -2.2498], [-6.8299, -0.1953, -4.4629], [-6.3154, 0.2808, -2.8280], [-5.7172, 1.1186, -4.2372], [-2.9472, -0.9360, -2.7834], [-3.4162, 0.6220, -2.8111], [-4.3097, -0.4815, -1.7198], [-6.1543, -1.7460, -7.6847], [-4.9916, -0.3306, -7.4603], [-6.4329, -0.7457, -6.5154], [-3.9462, 0.5320, -5.7743], [-1.4976, -5.0278, 0.4178], [-2.6942, -4.0148, 0.1590], [-4.0739, -4.7238, 0.0950], [-4.6379, -5.0437, 1.4980], [-4.7580, -3.6824, 2.2200], [-3.4075, -2.9136, 2.4036], [-2.7293, -2.8880, 1.0955], [-1.5564, -2.1461, 1.1594], [-3.8379, -1.5053, 2.9308], [-2.5258, -3.5706, 3.4679], [-2.3403, -3.4767, -1.2737], [-1.4781, -5.6068, 1.3411], [-0.6134, -4.3925, 0.3659], [-1.3535, -5.6897, -0.4362], [-4.7570, -4.0451, -0.4158], [-4.0743, -5.7178, -0.3522], [-3.9296, -5.7934, 1.8507], [-5.6353, -5.4821, 1.4634], [-5.3166, -3.7174, 3.1554], [-5.3936, -3.0770, 1.5738], [-4.7613, -1.1609, 2.4652], [-4.1260, -1.4589, 3.9811], [-3.0805, -0.7331, 2.7960], [-1.9155, -4.3567, 3.0233], [-1.8799, -2.7929, 3.8753], [-3.1371, -3.8825, 4.3147], [-2.6526, -4.1611, -2.0624], [-1.2907, -3.2123, -1.4021], [-2.8786, -2.5455, -1.4503], [-1.6367, -1.6073, 0.3689], [3.0247, -4.3784, -3.0930], [1.9864, -3.9973, -4.2316], [0.5903, -4.0767, -3.6885], [-0.4848, -3.5025, -4.5796], [-0.2431, -2.0169, -4.8465], [1.2120, -1.7867, -5.3344], [2.2187, -2.5610, -4.5962], [3.5471, -2.3233, -5.0067], [1.1135, -2.1496, -6.7880], [1.5723, -0.2336, -5.1970], [2.0789, -5.0018, -5.4592], [3.3246, -3.5360, -2.4698], [4.0064, -4.5481, -3.5354], [2.6927, -5.2231, -2.4895], [0.2398, -5.0617, -3.3803], [0.5353, -3.6563, -2.6843], [-1.5352, -3.5604, -4.2944], [-0.5246, -4.1813, -5.4314], [-0.3696, -1.4886, -3.9016], [-1.0300, -1.4814, -5.3778], [0.3994, -1.5470, -7.3495], [2.0638, -2.1047, -7.3199], [0.8301, -3.2015, -6.8235], [2.4412, 0.0675, -5.7822], [0.8069, 0.4122, -5.6276], [1.6693, -0.0045, -4.1358], [2.8192, -4.6627, -6.1839], [1.1668, -5.1947, -6.0239], [2.3608, -5.9981, -5.1186], [3.9020, -2.0250, -4.1661], [2.7274, -0.9923, 3.8797], [1.7643, -2.0273, 4.4999], [2.4831, -2.8393, 5.5796], [2.6811, -2.0939, 6.9406], [1.3259, -1.5640, 7.4212], [0.5233, -0.7498, 6.4093], [0.5352, -1.4422, 5.0655], [-0.1982, -0.7194, 4.1165], [-0.9445, -0.9727, 6.8677], [0.9129, 0.7616, 6.4434], [1.3818, -3.0494, 3.4262], [3.7429, -1.3580, 3.7276], [2.9467, -0.0950, 4.4583], [2.4343, -0.6194, 2.8983], [2.0786, -3.8439, 5.7029], [3.4911, -2.8981, 5.1691], [3.3732, -1.2691, 6.7710], [3.1260, -2.7029, 7.7275], [1.4788, -0.9763, 8.3264], [0.7713, -2.4150, 7.8166], [-1.0936, -0.9954, 7.9472], [-1.5428, -0.1318, 6.5171], [-1.4068, -1.8637, 6.4428], [1.7472, 0.8785, 5.7517], [0.1452, 1.4566, 6.1033], [1.3708, 1.1570, 7.3501], [0.7629, -3.8508, 3.8299], [2.3189, -3.4440, 3.0335], [0.9317, -2.4792, 2.6135], [-0.7841, -1.4215, 3.8244]],
  "lowdin_charge": [-0.27, 0.82, -0.58, -0.25, 0.06, 0.04, 0.04, 0.01, 0.04, 0.07, -0.20, 0.85, -0.57, -0.25, 0.03, 0.04, 0.05, 0.04, 0.07, 0.05, -0.21, 0.83, -0.60, -0.24, 0.04, 0.01, 0.04, 0.03, 0.05, 0.00, -0.24, 0.88, -0.55, -0.23, 0.05, 0.02, 0.06, 0.03, 0.05, 0.04, -0.21, 0.87, -0.57, -0.25, 0.01, 0.04, 0.03, 0.05, 0.04, 0.00, -0.01, -0.43, -0.16, -0.17, -0.12, -0.41, -0.13, -0.04, -0.01, -0.04, -0.04, 0.07, 0.05, 0.08, 0.12, 0.11, 0.11, 0.10, 0.10, 0.11, 0.07, 0.06, 0.07, 0.05, 0.09, 0.05, 0.06, 0.08, 0.08, 0.04, -0.02, -0.44, -0.13, -0.16, -0.17, -0.44, -0.17, -0.01, 0.00, -0.02, -0.03, 0.06, 0.06, 0.08, 0.11, 0.11, 0.10, 0.11, 0.12, 0.12, 0.08, 0.06, 0.07, 0.07, 0.05, 0.07, 0.08, 0.06, 0.08, 0.10, -0.03, -0.50, -0.12, -0.19, -0.14, -0.53, -0.12, 0.01, -0.03, -0.05, -0.05, 0.07, 0.08, 0.09, 0.12, 0.12, 0.12, 0.11, 0.11, 0.12, 0.07, 0.09, 0.09, 0.07, 0.08, 0.09, 0.09, 0.09, 0.07, 0.09, -0.04, -0.43, -0.13, -0.17, -0.14, -0.47, -0.11, -0.03, -0.03, -0.01, -0.04, 0.06, 0.06, 0.07, 0.11, 0.12, 0.10, 0.11, 0.11, 0.11, 0.07, 0.08, 0.07, 0.07, 0.05, 0.09, 0.08, 0.06, 0.05, 0.03, -0.01, -0.44, -0.17, -0.18, -0.12, -0.48, -0.11, 0.00, -0.05, -0.01, -0.02, 0.07, 0.08, 0.07, 0.12, 0.10, 0.10, 0.10, 0.10, 0.10, 0.09, 0.09, 0.06, 0.07, 0.08, 0.05, 0.08, 0.06, 0.08, 0.09, -0.03, -0.50, -0.12, -0.15, -0.16, -0.45, -0.11, -0.02, -0.04, -0.01, -0.04, 0.08, 0.07, 0.06, 0.12, 0.11, 0.11, 0.11, 0.12, 0.11, 0.08, 0.07, 0.08, 0.05, 0.07, 0.08, 0.09, 0.07, 0.07, 0.05],
  "gap_ev": 7.92,
  "multiplicity": 1,
  "largest_force_ev_per_a": 4.02
}